## one
# C19H30N2O5

A single C19H30N2O5 molecule (wB97M-V/def2-TZVPD, the OMol25 dataset).

Structure (XYZ):
```
56
Properties=species:S:1:pos:R:3
C -4.730 -3.159 0.305
C -4.411 -2.468 -1.017
O -4.163 -1.083 -0.867
C -3.001 -0.662 -0.289
C -1.923 -1.490 -0.003
C -0.774 -0.987 0.590
C 0.317 -1.961 0.876
O 0.104 -3.151 1.026
N 1.559 -1.425 0.981
C 2.741 -2.241 1.099
C 3.619 -2.072 -0.145
N 3.880 -0.662 -0.391
C 4.931 -0.124 0.457
C 5.040 1.383 0.222
O 5.318 1.675 -1.125
C 4.324 1.135 -1.962
C 4.201 -0.378 -1.781
C -0.691 0.360 0.923
C -1.752 1.208 0.635
O -1.769 2.548 0.873
C -0.800 3.124 1.722
C -1.003 2.754 3.189
C -2.912 0.706 0.017
O -3.939 1.591 -0.177
C -4.447 1.730 -1.494
C -3.389 2.235 -2.469
H -3.874 -3.130 0.975
H -4.998 -4.195 0.119
H -5.564 -2.657 0.788
H -5.282 -2.509 -1.678
H -3.572 -2.961 -1.524
H -1.944 -2.546 -0.215
H 1.733 -0.492 0.641
H 3.291 -1.957 2.003
H 2.416 -3.279 1.198
H 4.547 -2.655 -0.030
H 3.072 -2.466 -1.005
H 4.684 -0.309 1.503
H 5.905 -0.597 0.235
H 5.860 1.806 0.805
H 4.095 1.863 0.520
H 4.617 1.378 -2.984
H 3.353 1.604 -1.739
H 3.397 -0.754 -2.417
H 5.148 -0.857 -2.084
H 0.187 0.736 1.422
H -0.938 4.201 1.590
H 0.216 2.868 1.392
H -0.278 3.279 3.805
H -0.889 1.684 3.340
H -2.005 3.038 3.500
H -4.869 0.783 -1.849
H -5.251 2.463 -1.390
H -2.940 3.148 -2.085
H -2.606 1.490 -2.596
H -3.843 2.438 -3.435
```

Its total charge is 0. The calculation puts the HOMO-LUMO gap at 8.83 eV. As for the LUMO energy: 0.626 eV. As for the SMILES: CCOc1cc(C(=O)NCCN2CCOCC2)cc(OCC)c1OCC.

## two
# C19H30N2O5

A single C19H30N2O5 molecule (wB97M-V/def2-TZVPD, the OMol25 dataset).

Structure (XYZ):
```
56
Properties=species:S:1:pos:R:3
C 3.242 3.280 -1.192
C 3.503 2.476 -2.459
C 2.207 1.923 -3.047
C 2.445 1.033 -4.268
C 3.024 -0.342 -3.898
C 2.074 -1.487 -4.249
N 0.816 -1.352 -3.554
C -0.368 -1.354 -4.184
O -0.514 -1.555 -5.374
C -1.551 -1.097 -3.248
C -1.477 0.296 -2.591
N -1.554 0.247 -1.146
C -0.480 -0.061 -0.381
O 0.619 -0.285 -0.871
C -0.709 -0.101 1.082
C -1.723 0.612 1.708
C -1.888 0.560 3.088
O -2.873 1.263 3.740
C -3.726 2.094 2.994
C -1.028 -0.235 3.861
O -1.046 -0.420 5.205
C -1.990 0.217 6.035
C 0.009 -0.947 3.215
O 0.798 -1.677 4.046
C 1.873 -2.391 3.484
C 0.164 -0.871 1.844
H 2.762 2.655 -0.442
H 2.588 4.124 -1.402
H 4.173 3.662 -0.778
H 4.180 1.652 -2.228
H 3.997 3.110 -3.200
H 1.689 1.350 -2.275
H 1.566 2.762 -3.332
H 3.116 1.552 -4.956
H 1.498 0.888 -4.793
H 3.217 -0.381 -2.825
H 3.970 -0.514 -4.413
H 1.850 -1.500 -5.319
H 2.539 -2.444 -3.980
H 0.861 -1.095 -2.570
H -2.467 -1.208 -3.828
H -1.540 -1.864 -2.471
H -2.289 0.932 -2.948
H -0.529 0.777 -2.845
H -2.468 0.230 -0.726
H -2.365 1.250 1.123
H -4.322 1.523 2.275
H -4.392 2.550 3.725
H -3.173 2.881 2.472
H -1.751 -0.127 7.042
H -1.900 1.304 5.992
H -3.012 -0.072 5.785
H 1.527 -3.151 2.777
H 2.369 -2.877 4.322
H 2.580 -1.724 2.981
H 0.953 -1.395 1.331
```

Its total charge is 0. The calculation puts the HOMO-LUMO gap at 8.68 eV. As for the LUMO energy: 0.404 eV. As for the SMILES: CCCCCCNC(=O)CCNC(=O)c1cc(OC)c(OC)c(OC)c1.

It is two that is most stable; the runner-up trails by 0.762 eV.

## one
# C27H32N4O2

A single C27H32N4O2 molecule (wB97M-V/def2-TZVPD, the OMol25 dataset).

Structure (XYZ):
```
65
Properties=species:S:1:pos:R:3
C 1.938 -0.103 -2.326
O 2.117 -1.358 -1.716
C 2.942 -2.268 -2.319
C 3.764 -1.961 -3.395
C 4.550 -2.939 -3.983
C 4.510 -4.239 -3.518
C 3.686 -4.552 -2.452
C 2.909 -3.586 -1.824
C 2.050 -3.969 -0.705
C 1.844 -3.240 0.385
C 0.877 -3.598 1.474
N -0.185 -2.611 1.642
C 0.265 -1.372 2.249
C -0.933 -0.485 2.570
C -1.665 -0.168 1.272
N -2.777 0.721 1.505
N -3.436 0.743 2.660
C -4.401 1.629 2.517
C -4.389 2.192 1.236
C -3.322 1.579 0.606
N -2.811 1.676 -0.684
C -2.486 2.775 -1.427
O -2.034 2.624 -2.542
C -2.657 4.129 -0.781
C -1.263 4.744 -0.569
C -0.454 3.898 0.374
C -0.690 3.951 1.743
C 0.047 3.173 2.616
C 1.029 2.325 2.131
C 1.256 2.249 0.767
C 0.517 3.029 -0.105
C -2.119 -1.493 0.654
C -0.895 -2.367 0.400
H 2.846 0.507 -2.273
H 1.144 0.389 -1.765
H 1.627 -0.201 -3.370
H 3.804 -0.956 -3.786
H 5.187 -2.676 -4.815
H 5.111 -5.005 -3.983
H 3.645 -5.567 -2.083
H 1.583 -4.944 -0.792
H 2.348 -2.292 0.499
H 1.396 -3.686 2.434
H 0.402 -4.558 1.252
H 0.951 -0.809 1.592
H 0.797 -1.620 3.170
H -0.604 0.436 3.049
H -1.614 -1.003 3.244
H -0.977 0.347 0.587
H -5.074 1.830 3.326
H -5.070 2.911 0.830
H -2.582 0.800 -1.138
H -3.232 4.762 -1.458
H -3.173 4.048 0.173
H -0.760 4.812 -1.535
H -1.379 5.751 -0.162
H -1.449 4.618 2.128
H -0.142 3.231 3.678
H 1.618 1.729 2.812
H 2.019 1.587 0.384
H 0.697 2.972 -1.170
H -2.790 -1.994 1.354
H -2.657 -1.334 -0.283
H -0.249 -1.879 -0.351
H -1.208 -3.333 -0.004
```

Its total charge is 0. The calculation puts the HOMO-LUMO gap at 9.01 eV. As for the LUMO energy: 0.755 eV. As for the SMILES: COc1ccccc1/C=C/CN1CCC(n2nccc2NC(=O)CCc2ccccc2)CC1.

## two
# C27H32N4O2

A single C27H32N4O2 molecule (wB97M-V/def2-TZVPD, the OMol25 dataset).

Structure (XYZ):
```
65
Properties=species:S:1:pos:R:3
C 8.361 0.024 -1.390
C 7.097 0.646 -0.846
O 6.976 1.848 -0.753
C 6.015 -0.279 -0.423
C 6.078 -1.661 -0.591
C 5.031 -2.455 -0.159
C 3.923 -1.889 0.447
C 3.838 -0.512 0.617
C 2.648 0.103 1.307
N 1.456 -0.705 1.118
C 0.430 -0.511 2.118
C -0.334 0.810 1.977
C -0.943 0.911 0.577
N -1.530 2.224 0.415
N -0.784 3.290 0.706
C -1.540 4.351 0.509
C -2.812 3.979 0.070
C -2.763 2.596 0.012
N -3.810 1.751 -0.369
C -3.772 0.752 -1.306
O -2.750 0.268 -1.732
C -5.161 0.354 -1.778
C -6.069 -0.213 -0.678
C -5.922 -1.730 -0.523
C -4.533 -2.142 -0.123
C -3.662 -2.707 -1.043
C -2.398 -3.118 -0.659
C -1.992 -2.974 0.656
C -2.845 -2.391 1.578
C -4.105 -1.975 1.189
C 0.142 0.700 -0.482
C 0.895 -0.608 -0.216
C 4.884 0.279 0.174
H 8.786 -0.664 -0.662
H 9.080 0.809 -1.609
H 8.143 -0.525 -2.304
H 6.934 -2.123 -1.058
H 5.082 -3.526 -0.292
H 3.106 -2.505 0.790
H 2.531 1.143 0.968
H 2.863 0.134 2.381
H -0.277 -1.338 2.017
H 0.889 -0.573 3.109
H -1.120 0.866 2.733
H 0.340 1.656 2.121
H -1.730 0.163 0.450
H -1.152 5.334 0.684
H -3.642 4.610 -0.173
H -4.717 2.166 -0.204
H -5.621 1.247 -2.210
H -5.041 -0.379 -2.576
H -7.110 0.005 -0.930
H -5.850 0.268 0.278
H -6.187 -2.211 -1.467
H -6.630 -2.068 0.238
H -3.976 -2.837 -2.069
H -1.732 -3.559 -1.386
H -1.015 -3.322 0.962
H -2.535 -2.271 2.607
H -4.772 -1.532 1.915
H 0.825 1.551 -0.453
H -0.323 0.657 -1.466
H 0.198 -1.443 -0.342
H 1.705 -0.724 -0.940
H 4.850 1.353 0.289
```

Its total charge is 0. The calculation puts the HOMO-LUMO gap at 8.82 eV. As for the LUMO energy: 0.539 eV. As for the SMILES: CC(=O)c1cccc(CN2CCC(n3nccc3NC(=O)CCCc3ccccc3)CC2)c1.

It is two that is most stable; the runner-up trails by 0.917 eV.

## one
# C44H58FHfN6O3P3S

A molecular structure, C44H58FHfN6O3P3S (wB97M-V/def2-TZVPD, the OMol25 dataset).

Structure (XYZ):
```
117
Properties=species:S:1:pos:R:3
Hf -3.592 -26.184 -7.985
C -4.965 -29.460 -5.671
P -4.147 -27.828 -5.719
C -5.231 -26.906 -4.538
C -2.644 -28.145 -4.664
C -1.647 -26.998 -4.775
P -1.074 -26.611 -6.534
C 0.253 -27.894 -6.726
C -0.012 -25.161 -6.184
H -5.244 -29.692 -4.633
H -4.289 -30.251 -6.023
H -5.871 -29.460 -6.300
H -5.539 -27.545 -3.677
H -6.145 -26.595 -5.085
H -4.720 -26.013 -4.156
H -2.188 -29.090 -5.015
H -2.953 -28.317 -3.626
H -0.773 -27.221 -4.148
H -2.067 -26.063 -4.371
H 0.959 -27.775 -5.897
H 0.802 -27.765 -7.675
H -0.169 -28.915 -6.706
H 0.681 -25.369 -5.337
H -0.641 -24.305 -5.929
H 0.588 -24.915 -7.082
F -1.386 -22.190 -2.609
C -2.595 -22.140 -3.236
C -2.842 -23.049 -4.246
C -4.108 -23.082 -4.904
C -4.365 -23.954 -6.016
O -3.461 -24.881 -6.377
C -5.516 -23.745 -6.827
C -6.405 -22.750 -6.451
N -6.282 -22.033 -5.275
C -7.259 -21.110 -4.958
C -8.757 -21.481 -5.039
C -8.104 -21.291 -3.677
C -5.059 -22.088 -4.560
C -4.777 -21.179 -3.530
C -3.548 -21.160 -2.819
N -3.360 -20.295 -1.760
C -3.896 -18.952 -1.806
C -4.497 -18.538 -0.468
N -3.537 -18.775 0.694
C -2.935 -20.172 0.707
C -2.438 -20.605 -0.684
C -5.642 -24.583 -8.103
O -5.776 -24.103 -9.251
O -5.521 -25.904 -7.912
H -2.076 -23.775 -4.554
H -7.311 -22.507 -7.030
H -7.113 -20.045 -5.138
H -8.979 -22.518 -5.306
H -9.316 -20.615 -5.388
H -7.909 -22.219 -3.136
H -8.291 -20.327 -3.230
H -5.557 -20.484 -3.183
H -4.675 -18.868 -2.574
H -3.090 -18.256 -2.079
H -5.401 -19.105 -0.256
H -4.723 -17.455 -0.481
H -4.029 -18.600 1.578
H -2.756 -18.076 0.670
H -3.692 -20.879 1.082
H -2.092 -20.171 1.415
H -2.275 -21.696 -0.661
H -1.453 -20.141 -0.874
N -4.368 -26.368 -10.353
C -4.670 -27.603 -11.054
C -5.580 -27.621 -12.103
C -5.735 -28.784 -12.881
C -5.011 -29.917 -12.563
C -4.114 -29.926 -11.495
C -3.945 -28.751 -10.722
P -2.771 -28.611 -9.338
C -2.571 -30.307 -8.698
C -3.710 -31.119 -8.595
C -3.582 -32.449 -8.196
C -2.346 -33.018 -7.968
C -1.205 -32.215 -8.068
C -1.313 -30.879 -8.432
C -1.163 -28.248 -10.167
C -0.519 -27.029 -9.993
C 0.630 -26.729 -10.695
C 1.150 -27.616 -11.627
C 0.487 -28.823 -11.843
C -0.657 -29.155 -11.111
H -5.177 -25.718 -10.291
H -3.639 -25.862 -10.861
H -6.142 -26.705 -12.378
H -6.426 -28.781 -13.724
H -5.112 -30.847 -13.147
H -3.497 -30.806 -11.280
H -4.695 -30.721 -8.851
H -4.514 -33.018 -8.072
H -2.235 -34.071 -7.682
H -0.199 -32.631 -7.888
H -0.417 -30.251 -8.504
H -0.924 -26.308 -9.264
H 1.181 -25.799 -10.465
H 2.048 -27.387 -12.196
H 0.860 -29.487 -12.646
H -1.142 -30.131 -11.241
C -3.355 -23.063 -12.656
N -3.227 -23.431 -11.235
C -2.106 -23.466 -10.485
S -2.165 -24.027 -8.839
N -0.907 -23.134 -10.993
C -0.658 -22.296 -12.199
H -4.381 -23.278 -12.981
H -2.687 -23.679 -13.277
H -3.139 -22.000 -12.831
H -4.051 -23.472 -10.635
H -0.089 -23.314 -10.432
H -1.297 -21.395 -12.197
H -0.796 -22.863 -13.136
H 0.386 -21.965 -12.175
```

Its total charge is +4. The calculation puts the HOMO-LUMO gap at 6.85 eV. As for the LUMO energy: -9.960 eV.

## two
# C44H58FHfN6O3P3S

A molecular structure, C44H58FHfN6O3P3S (wB97M-V/def2-TZVPD, the OMol25 dataset).

Structure (XYZ):
```
117
Properties=species:S:1:pos:R:3
Hf 0.021 1.021 -1.875
C 3.287 0.342 -3.673
P 1.955 1.737 -3.522
C 3.158 3.140 -3.119
C 1.663 2.161 -5.377
C 0.232 1.752 -5.764
P -0.589 0.768 -4.489
C -2.353 1.202 -4.888
C -0.417 -1.121 -4.748
H 4.245 0.757 -4.128
H 2.946 -0.500 -4.287
H 3.524 0.017 -2.683
H 3.893 3.370 -3.905
H 3.669 2.931 -2.137
H 2.639 4.071 -2.881
H 2.385 1.690 -6.049
H 1.846 3.189 -5.514
H 0.348 1.159 -6.680
H -0.400 2.623 -6.084
H -2.406 2.253 -5.225
H -2.867 1.133 -3.896
H -2.885 0.543 -5.628
H -1.149 -1.384 -5.573
H -0.888 -1.649 -3.880
H 0.622 -1.398 -4.937
F 2.443 -5.198 -0.885
C 2.790 -4.220 -0.032
C 2.033 -3.042 -0.187
C 2.262 -1.883 0.533
C 1.790 -0.590 0.080
O 1.006 -0.569 -1.013
C 2.244 0.568 0.811
C 3.227 0.418 1.788
N 3.673 -0.803 2.216
C 4.835 -0.869 3.022
C 4.967 -0.094 4.410
C 4.740 -1.571 4.343
C 3.336 -1.963 1.493
C 4.030 -3.143 1.729
C 3.718 -4.349 1.037
N 4.277 -5.599 1.419
C 4.789 -6.502 0.356
C 4.776 -7.974 0.793
N 5.466 -8.073 2.096
C 4.810 -7.253 3.209
C 4.660 -5.784 2.831
C 1.902 1.959 0.452
O 2.389 2.972 0.933
O 0.877 2.063 -0.416
H 1.218 -3.049 -0.910
H 3.726 1.332 2.139
H 5.822 -0.955 2.515
H 4.129 0.496 4.737
H 5.977 0.238 4.650
H 3.782 -1.937 4.775
H 5.632 -2.216 4.546
H 4.917 -3.158 2.364
H 5.856 -6.229 0.057
H 4.141 -6.501 -0.508
H 5.279 -8.645 0.142
H 3.741 -8.384 0.957
H 6.409 -7.692 1.893
H 5.551 -9.039 2.427
H 5.393 -7.316 4.116
H 3.794 -7.600 3.428
H 5.575 -5.199 3.006
H 3.838 -5.364 3.400
N -0.938 3.393 -1.437
C -2.218 4.067 -1.463
C -2.574 4.769 -2.611
C -3.731 5.528 -2.564
C -4.429 5.767 -1.399
C -4.064 5.015 -0.296
C -3.020 4.131 -0.288
P -2.978 3.042 1.247
C -4.781 2.645 1.477
C -5.670 2.626 0.396
C -7.047 2.503 0.630
C -7.485 2.200 1.955
C -6.587 1.993 2.975
C -5.221 2.145 2.696
C -2.718 4.294 2.557
C -2.985 5.684 2.491
C -3.134 6.393 3.653
C -2.820 5.827 4.860
C -2.453 4.481 4.955
C -2.458 3.695 3.829
H -0.344 3.889 -2.181
H -0.506 3.415 -0.519
H -2.018 4.681 -3.572
H -4.034 6.022 -3.490
H -5.208 6.548 -1.447
H -4.688 5.135 0.608
H -5.334 2.782 -0.633
H -7.643 2.668 -0.285
H -8.623 2.192 2.095
H -6.928 1.722 3.977
H -4.521 2.075 3.532
H -3.129 6.204 1.530
H -3.514 7.402 3.601
H -2.855 6.338 5.826
H -2.196 4.135 5.945
H -2.080 2.657 3.909
C -4.887 -2.777 -1.104
N -4.122 -1.533 -1.032
C -2.847 -1.352 -0.688
S -2.237 0.277 -0.978
N -2.098 -2.261 -0.066
C -2.479 -3.625 0.402
H -4.253 -3.665 -1.147
H -5.530 -2.807 -1.951
H -5.607 -2.882 -0.264
H -4.604 -0.719 -1.436
H -1.101 -1.982 0.126
H -3.527 -3.619 0.790
H -1.823 -3.711 1.261
H -2.253 -4.496 -0.281
```

Its total charge is +4. The calculation puts the HOMO-LUMO gap at 4.24 eV. As for the LUMO energy: -10.545 eV.

It is one that is most stable; the runner-up trails by 4.922 eV.